Density functional theory data (ωB97M-V/def2-TZVPD) for a structure of composition C23H38BBrCa2F2LiN3O20P at a distorted geometry.

Structure (XYZ):
```
92
Properties=species:S:1:pos:R:3
C -5.804 4.644 -0.691
O -4.329 4.595 -0.899
B -3.984 3.306 -0.307
O -4.368 3.118 1.067
C -3.245 2.188 -1.267
O -2.889 3.005 -2.446
C -3.541 2.465 -3.623
N -4.294 2.375 -4.596
O -4.348 1.234 -1.484
C -4.145 0.302 -0.381
O -4.957 -0.619 -0.098
O -2.920 0.584 0.356
C -2.070 1.280 -0.623
C -0.738 1.998 -0.098
C -0.881 2.743 1.325
C -0.022 1.870 2.409
F 1.396 2.034 2.154
C -1.586 0.438 -1.917
O -0.553 -0.551 -1.646
C -1.038 -1.637 -0.855
C -2.038 -2.712 -1.391
C -2.436 -3.861 -0.411
C -1.923 -3.977 1.060
C -0.902 -2.888 1.592
C -0.460 -1.725 0.621
H -6.345 5.252 -1.491
H -6.056 5.012 0.378
H -6.158 3.548 -0.834
H -4.193 3.951 1.579
H 0.167 1.279 0.000
H -0.406 2.795 -0.862
H -0.356 3.775 1.287
H -1.942 2.787 1.748
H -0.368 0.779 2.279
H -0.332 2.269 3.447
H -2.454 -0.091 -2.504
H -1.116 1.199 -2.656
H -2.412 -2.616 -2.478
H -3.180 -4.669 -0.803
H -2.237 -4.804 1.804
H -0.482 -2.917 2.663
H 0.289 -0.933 0.969
Li -3.605 -5.040 -2.325
Br -2.749 -0.650 -4.189
Ca -2.500 -6.894 -0.476
N 0.927 -2.090 -4.341
O 1.742 -2.232 -3.419
O 0.945 -1.065 -5.033
O 0.085 -2.980 -4.567
F -6.190 3.587 -3.754
O -1.709 5.498 -0.327
H -2.130 4.938 -0.992
H -1.375 6.250 -0.835
C 1.542 -6.035 -1.284
O 0.663 -5.328 -1.834
O 2.770 -5.545 -1.523
O 1.454 -7.064 -0.579
H 2.402 -4.808 -2.062
O 3.963 -3.137 1.622
P 5.262 -2.535 2.184
O 5.422 -3.584 3.449
C 5.895 -4.898 3.178
C 7.405 -4.914 3.048
O 4.520 -1.309 3.021
C 3.359 -0.673 2.496
C 2.126 -1.170 3.225
O 6.738 -1.838 2.694
C 7.168 -0.654 2.007
C 6.926 0.572 2.867
H 5.421 -5.296 2.274
H 5.592 -5.531 4.016
H 7.724 -4.359 2.160
H 7.776 -5.938 2.963
H 7.874 -4.436 3.911
H 3.279 -0.817 1.416
H 3.467 0.403 2.666
H 2.024 -2.258 3.146
H 1.223 -0.707 2.824
H 2.195 -0.941 4.291
H 6.670 -0.563 1.038
H 8.240 -0.762 1.825
H 5.874 0.865 2.846
H 7.508 1.422 2.503
H 7.183 0.380 3.912
Ca 1.682 -4.834 0.698
C -4.988 6.531 -3.722
N -5.064 7.975 -4.067
O -6.171 8.444 -4.280
O -4.007 8.588 -4.111
H -5.994 6.114 -3.721
H -4.372 6.046 -4.479
H -4.536 6.449 -2.734
```

Computed properties:
net charge	+1
highest occupied orbital energy	-9.55	eV


Density functional theory data (ωB97M-V/def2-TZVPD) for a cluster of 3 separate species, C23H38F3N2O7P in total at a distorted geometry.

Structure (XYZ):
```
74
Properties=species:S:1:pos:R:3
C -6.005 0.810 -2.950
C -5.490 -0.487 -2.128
O -5.541 -0.423 -0.884
O -4.993 -1.558 -2.918
C -4.126 -2.449 -2.193
O -4.683 -3.188 -1.332
C -2.581 -2.515 -2.561
P -1.400 -1.529 -1.423
C -2.004 -2.356 0.167
C -3.146 -1.556 0.969
C -2.749 -1.223 2.507
O -2.243 -2.367 3.237
C -1.983 0.119 -2.151
C -0.879 0.832 -3.124
C -1.520 1.879 -4.141
F -2.831 2.297 -3.828
F -1.374 1.364 -5.457
F -0.687 3.057 -4.097
C -0.065 -0.625 -0.384
O -0.593 0.344 0.566
C 0.166 1.541 0.606
C 1.706 1.661 0.588
C 2.373 3.081 0.650
C 1.566 4.406 0.768
C 0.013 4.280 0.827
C -0.649 2.880 0.725
H -7.078 0.539 -3.286
H -5.387 1.009 -3.892
H -6.105 1.733 -2.292
H -2.268 -3.620 -2.531
H -2.491 -2.193 -3.671
H -0.297 -2.187 -2.114
H -2.391 -3.405 -0.134
H -1.166 -2.574 0.934
H -4.152 -2.116 1.030
H -3.259 -0.526 0.458
H -3.740 -0.925 3.024
H -2.006 -0.364 2.611
H -1.262 -2.220 3.262
H -2.321 0.808 -1.307
H -2.900 -0.041 -2.840
H -0.264 0.012 -3.633
H -0.164 1.378 -2.397
H 0.715 -0.173 -1.116
H 0.547 -1.388 0.241
H 2.346 0.726 0.503
H 3.518 3.197 0.619
H 2.032 5.445 0.842
H -0.687 5.178 0.945
H -1.788 2.820 0.773
C 2.857 -2.632 6.888
N 1.694 -2.743 6.033
C 1.181 -1.813 5.185
C 1.876 -0.482 5.089
O 0.181 -2.074 4.528
H 3.563 -3.417 6.611
H 2.538 -2.788 7.921
H 3.341 -1.662 6.801
H 1.173 -3.609 6.042
H 1.349 0.150 4.373
H 1.869 0.016 6.061
H 2.902 -0.618 4.740
C 5.211 1.794 -3.682
N 4.502 1.111 -2.621
C 5.018 0.492 -1.525
C 6.513 0.491 -1.351
O 4.269 -0.043 -0.717
H 4.862 2.829 -3.716
H 4.967 1.305 -4.627
H 6.289 1.780 -3.534
H 3.494 1.069 -2.667
H 6.769 -0.039 -0.434
H 6.988 -0.020 -2.191
H 6.882 1.516 -1.273
```

Computed properties:
highest occupied orbital energy	-8.07	eV


Density functional theory data (ωB97M-V/def2-TZVPD) for a structure of composition C23H38FeN7OSi.

Structure (XYZ):
```
71
Properties=species:S:1:pos:R:3
Fe -0.513 0.418 0.143
C -2.752 -2.439 -2.667
C -2.019 -1.720 -1.583
N -1.844 -0.468 -1.462
C -2.592 0.536 -2.196
C -3.282 1.346 -1.099
N -2.224 1.826 -0.202
C -2.624 2.509 1.031
C -1.382 3.244 1.520
N -0.172 2.404 1.359
C 0.534 2.119 2.608
C -0.227 1.050 3.369
N -0.506 -0.045 2.448
C -0.616 -1.246 2.859
C -0.523 -1.729 4.271
C -0.874 -2.256 1.789
C -0.830 -3.630 1.975
C -1.109 -4.450 0.892
C -1.470 -3.883 -0.322
C -1.502 -2.500 -0.415
N -1.180 -1.722 0.615
H -2.973 -1.799 -3.514
H -3.684 -2.859 -2.282
H -2.148 -3.274 -3.026
H -3.322 0.123 -2.890
H -1.891 1.165 -2.749
H -3.958 0.704 -0.531
H -3.864 2.169 -1.519
H -1.642 2.460 -0.747
H -2.966 1.761 1.750
H -3.440 3.218 0.869
H -1.499 3.553 2.560
H -1.254 4.156 0.933
H 0.462 2.849 0.704
H 0.655 3.010 3.230
H 1.531 1.760 2.351
H -1.179 1.448 3.735
H 0.353 0.740 4.238
H -0.573 -0.926 4.997
H 0.414 -2.273 4.416
H -1.336 -2.425 4.479
H -0.586 -4.056 2.938
H -1.071 -5.526 1.000
H -1.731 -4.506 -1.165
N 4.840 -3.047 -0.166
C 3.729 -2.303 -0.032
C 2.801 -2.163 -1.080
C 1.691 -1.382 -0.896
N 1.395 -0.742 0.250
C 2.277 -0.889 1.251
C 3.429 -1.628 1.165
H 5.075 -3.476 -1.044
H 5.526 -3.092 0.567
H 2.969 -2.643 -2.035
H 0.995 -1.237 -1.714
H 2.048 -0.380 2.179
H 4.098 -1.681 2.013
C 1.402 3.912 -1.598
Si 1.327 2.151 -2.227
C 0.602 2.095 -3.943
C 3.036 1.406 -2.209
O 0.312 1.334 -1.204
H 1.964 4.553 -2.281
H 1.906 3.975 -0.628
H 0.405 4.353 -1.500
H 1.287 2.550 -4.662
H -0.341 2.644 -4.009
H 0.424 1.068 -4.270
H 3.729 2.082 -2.716
H 3.077 0.448 -2.729
H 3.405 1.257 -1.191
```

Computed properties:
expectation value of S²	8.76
net charge	+2
highest occupied orbital energy (alpha / beta)	-14.08 / -14.03	eV
2S+1	6
relative energy (zero: lowest compared OMol25 entry of this formula, charge and spin)	5.8	kcal/mol


Density functional theory data (ωB97M-V/def2-TZVPD) for the ion C23H38NO3 with charge +1.

Structure (XYZ):
```
65
Properties=species:S:1:pos:R:3
C -3.597 -0.905 -2.528
C -3.781 0.159 -1.458
N -3.617 -0.274 -0.031
C -4.569 -1.391 0.300
C -4.094 -2.819 0.063
C -4.000 0.886 0.841
C -3.220 2.176 0.633
C -2.198 -0.662 0.189
C -1.784 -0.904 1.643
C -0.455 -1.668 1.698
O 0.621 -0.900 1.168
C 0.903 -1.043 -0.128
O 0.250 -1.738 -0.876
C 2.131 -0.279 -0.598
O 2.002 -0.082 -1.983
C 3.311 -1.193 -0.248
C 4.165 -1.629 -1.251
C 5.242 -2.442 -0.946
C 5.472 -2.832 0.361
C 4.623 -2.397 1.366
C 3.546 -1.583 1.064
C 2.279 1.098 0.086
C 3.556 1.786 -0.396
C 3.709 3.155 0.260
C 2.499 4.033 -0.040
C 1.223 3.352 0.441
C 1.070 1.984 -0.217
H -3.656 -0.406 -3.493
H -4.382 -1.655 -2.507
H -2.624 -1.384 -2.473
H -3.053 0.950 -1.638
H -4.782 0.586 -1.551
H -4.830 -1.302 1.356
H -5.478 -1.211 -0.278
H -3.308 -3.111 0.751
H -4.944 -3.472 0.247
H -3.757 -3.000 -0.951
H -3.879 0.567 1.877
H -5.061 1.082 0.670
H -2.149 2.043 0.749
H -3.543 2.880 1.397
H -3.418 2.636 -0.331
H -2.001 -1.565 -0.389
H -1.571 0.127 -0.231
H -1.651 0.039 2.175
H -2.523 -1.503 2.175
H -0.526 -2.611 1.144
H -0.187 -1.869 2.736
H 1.631 -0.889 -2.366
H 3.999 -1.310 -2.269
H 5.904 -2.768 -1.734
H 6.311 -3.467 0.599
H 4.800 -2.693 2.389
H 2.893 -1.249 1.856
H 2.341 0.933 1.165
H 3.504 1.897 -1.480
H 4.419 1.162 -0.161
H 4.617 3.635 -0.106
H 3.809 3.030 1.341
H 2.609 5.002 0.450
H 2.435 4.205 -1.116
H 0.356 3.975 0.206
H 1.265 3.229 1.526
H 0.984 2.100 -1.299
H 0.159 1.499 0.151
```

Computed properties:
net charge	+1
highest occupied orbital energy	-11.26	eV
relative energy (zero: lowest compared OMol25 entry of this formula, charge and spin)	0.7	kcal/mol


Density functional theory data (ωB97M-V/def2-TZVPD) for a structure of composition C23H39CdCl2N4O4 at a distorted geometry.

Structure (XYZ):
```
73
Properties=species:S:1:pos:R:3
O -2.198 -3.329 -1.655
C -2.222 -3.877 -0.542
C -2.902 -3.426 0.691
C -2.637 -2.128 1.141
H -1.994 -1.468 0.563
C -3.261 -1.677 2.294
H -3.101 -0.656 2.572
C -4.125 -2.491 3.013
H -4.704 -2.097 3.833
C -4.236 -3.834 2.650
H -4.901 -4.479 3.219
C -3.565 -4.335 1.531
H -3.548 -5.388 1.240
H -1.508 -4.704 -0.375
C 1.487 -3.650 -0.777
C 1.414 -2.758 0.400
H 1.581 -4.708 -0.445
H 2.255 -3.513 -1.568
H 0.468 -3.624 -1.213
C 0.931 -3.186 1.577
C 1.982 -3.621 2.560
H -0.131 -3.232 1.883
H 1.994 -4.715 2.618
H 1.859 -3.257 3.582
H 2.941 -3.255 2.157
Cd 1.461 -0.683 0.521
Cl 0.398 -0.198 2.723
Cl 3.899 -0.897 0.493
C 2.595 2.213 1.376
O 1.733 2.046 0.495
N 3.877 2.534 1.150
C 4.391 2.666 -0.199
C 4.862 2.632 2.217
H 2.352 2.083 2.448
H 3.569 2.657 -0.920
H 5.081 1.840 -0.419
H 4.941 3.610 -0.261
H 4.349 2.488 3.175
H 5.328 3.628 2.181
H 5.642 1.862 2.083
H 0.825 -0.217 -4.982
H -1.905 -0.663 -4.587
C 0.973 -1.064 -4.300
C -1.476 -1.561 -4.108
N -0.206 -1.253 -3.471
H 1.838 -0.871 -3.655
C -0.100 -1.014 -2.162
O 0.947 -0.513 -1.662
H -2.164 -1.948 -3.346
H -0.957 -1.317 -1.553
H 1.143 -1.966 -4.898
H -1.310 -2.326 -4.880
C -2.129 1.966 1.810
N -1.598 2.846 0.810
C -1.822 4.255 0.954
C -0.828 5.043 0.147
C -0.826 4.535 -1.271
N -0.623 3.110 -1.283
C -0.052 2.507 -2.457
C -1.114 2.256 -0.326
O -1.166 1.022 -0.482
H -2.498 2.584 2.637
H -1.330 1.294 2.178
H -2.947 1.343 1.414
H -2.844 4.502 0.628
H -1.747 4.505 2.013
H 0.176 4.934 0.576
H -1.108 6.099 0.151
H -0.021 4.994 -1.849
H -1.779 4.784 -1.770
H -0.815 1.954 -3.028
H 0.365 3.300 -3.086
H 0.744 1.806 -2.172
```

Computed properties:
net charge	-1
highest occupied orbital energy (alpha / beta)	-1.35 / -1.17	eV
relative energy (zero: lowest compared OMol25 entry of this formula, charge and spin)	98.5	kcal/mol


Density functional theory data (ωB97M-V/def2-TZVPD) for a cluster of 16 separate species, C23H39Cl32F3NO2 in total at a distorted geometry.

Structure (XYZ):
```
100
Properties=species:S:1:pos:R:3
C 5.349 -1.261 -0.551
C 4.073 -1.969 -0.906
Cl 3.695 -1.898 -2.617
C 3.280 -2.604 -0.064
Cl 3.690 -2.661 1.625
C 2.004 -3.287 -0.392
N 0.865 -2.517 0.164
C -0.282 -2.591 -0.755
C -1.378 -1.704 -0.129
C -2.783 -2.096 -0.522
F -3.613 -1.794 0.509
F -3.247 -1.372 -1.559
F -2.948 -3.388 -0.754
C 1.973 -4.770 0.087
O 0.959 -5.194 0.698
O 2.974 -5.444 -0.220
H 5.334 -0.329 -1.107
H 5.428 -1.035 0.500
H 6.178 -1.853 -0.938
H 1.848 -3.330 -1.471
H 1.141 -1.537 0.130
H 0.039 -2.142 -1.701
H -0.587 -3.627 -0.860
H -1.169 -0.678 -0.411
H -1.288 -1.867 0.941
C -4.251 2.014 -0.859
Cl -2.950 1.776 0.311
Cl -4.838 3.684 -0.844
H -3.884 1.786 -1.852
H -5.071 1.353 -0.605
C -1.863 0.433 -4.448
Cl -0.547 0.203 -3.297
Cl -2.468 2.097 -4.435
H -1.501 0.204 -5.444
H -2.673 -0.233 -4.184
C -5.657 0.507 -6.337
Cl -5.575 2.266 -6.490
Cl -5.219 -0.042 -4.712
H -6.671 0.188 -6.548
H -4.962 0.063 -7.044
C -3.809 -2.585 -8.631
Cl -3.738 -0.825 -8.819
Cl -3.406 -3.075 -6.985
H -4.814 -2.917 -8.860
H -3.099 -3.034 -9.316
C -4.221 5.140 2.429
Cl -2.908 4.896 3.594
Cl -4.809 6.807 2.458
H -3.855 4.912 1.436
H -5.040 4.476 2.683
C 7.616 1.805 -1.342
Cl 8.467 0.409 -2.014
Cl 6.890 1.434 0.227
H 8.327 2.613 -1.213
H 6.832 2.100 -2.030
C 0.649 -4.561 3.242
Cl 1.743 -5.229 4.467
Cl 0.184 -2.894 3.578
H 1.151 -4.582 2.277
H -0.244 -5.173 3.206
C 2.389 -7.747 0.006
Cl 3.067 -8.861 -1.203
Cl 3.044 -8.075 1.623
H 2.633 -6.719 -0.275
H 1.315 -7.880 0.036
C 11.663 -0.521 0.586
Cl 11.808 1.225 0.323
Cl 10.120 -1.142 0.004
H 12.465 -1.019 0.053
H 11.742 -0.719 1.649
C -2.685 8.073 5.525
Cl -2.623 9.841 5.433
Cl -2.246 7.487 7.133
H -3.695 7.749 5.302
H -1.991 7.662 4.801
C -3.926 13.310 4.501
Cl -2.566 13.738 3.456
Cl -5.462 13.869 3.826
H -3.963 12.232 4.606
H -3.782 13.773 5.470
C -5.995 5.351 5.822
Cl -6.026 7.084 5.473
Cl -7.514 4.568 5.373
H -5.187 4.899 5.256
H -5.829 5.213 6.883
C 3.496 -4.281 7.336
Cl 3.731 -2.576 7.738
Cl 3.624 -5.310 8.772
H 2.512 -4.406 6.903
H 4.255 -4.580 6.623
C -5.647 -5.505 -1.087
Cl -6.250 -7.167 -1.124
Cl -6.409 -4.512 -2.339
H -5.866 -5.074 -0.118
H -4.576 -5.517 -1.254
C 5.997 0.227 -5.367
Cl 5.284 0.597 -3.795
Cl 4.876 -0.676 -6.394
H 6.252 1.156 -5.864
H 6.887 -0.372 -5.211
```

Computed properties:
net charge	-1
highest occupied orbital energy	-5.31	eV
relative energy (zero: lowest compared OMol25 entry of this formula, charge and spin)	0.0	kcal/mol